# 1
C37H94F3O13Zn | the ωB97M-V functional and the def2-TZVPD basis

The geometry in XYZ format:
```
148
C37H94F3O13Zn, DFT the ωB97M-V functional and the def2-TZVPD basis
Zn 18.5450 23.2061 33.2444
C 18.7001 24.5477 30.1995
O 17.4183 23.8168 29.9160
O 19.0531 24.0158 31.4667
C 19.6315 24.3622 28.8946
F 19.2111 24.9014 27.7609
F 20.8412 24.8913 29.2069
F 19.9733 23.0816 28.5438
C 16.4288 24.4462 29.1402
C 15.3488 23.4105 28.9633
H 14.7612 23.3618 29.8801
H 14.6063 23.6749 28.2104
H 15.7331 22.3962 28.8552
H 16.7168 24.5244 28.0918
H 16.0188 25.4215 29.4025
H 18.4419 25.5944 30.3605
C 20.1535 28.6890 29.7086
C 21.3163 28.9964 30.7256
C 21.4954 30.5035 30.9182
O 21.0842 28.4154 32.0347
H 19.3966 29.4703 29.6395
H 19.6974 27.7522 30.0288
H 20.5452 28.4626 28.7169
H 22.1924 28.4578 30.3645
H 21.5809 31.0116 29.9577
H 22.5483 30.6490 31.1600
H 20.8459 30.9665 31.6611
H 21.8683 28.6218 32.5485
C 18.3219 19.9270 28.6953
C 18.5094 18.6784 27.8224
C 19.8030 18.0012 28.1972
O 17.4153 17.7682 27.8871
H 18.7828 20.8363 28.3095
H 18.5627 19.7150 29.7370
H 17.3000 20.2997 28.6258
H 18.5341 18.9908 26.7784
H 19.9979 17.1398 27.5584
H 19.6948 17.4852 29.1512
H 20.6837 18.6369 28.1062
H 16.8505 17.9822 27.1409
C 15.9238 25.5279 35.3508
C 15.8714 24.8324 34.0140
C 15.1652 25.4472 32.8772
O 17.2288 24.6566 33.6317
H 16.3016 24.8256 36.0939
H 14.9779 25.9367 35.7062
H 16.6410 26.3469 35.4075
H 15.4781 23.8279 34.1706
H 15.3065 26.5213 32.7575
H 14.1021 25.2475 33.0120
H 15.5253 25.0067 31.9475
H 17.5431 25.5635 33.6118
C 11.8410 20.2222 29.6074
C 13.1762 19.8714 28.9174
C 13.7201 18.4670 29.2355
O 12.8661 19.7318 27.5816
H 11.5227 21.2027 29.2531
H 12.0795 20.3602 30.6620
H 11.0741 19.4596 29.4722
H 14.0087 20.5250 29.1778
H 14.0560 18.4090 30.2708
H 14.5242 18.2187 28.5428
H 12.9801 17.6669 29.2159
H 12.0566 19.2270 27.4742
C 18.2715 26.2621 22.2738
C 17.4551 25.5498 23.3849
C 17.6682 26.0477 24.8400
O 16.0685 25.6935 23.1144
H 18.5509 25.6632 21.4070
H 19.2653 26.4206 22.6925
H 17.9070 27.1970 21.8481
H 17.6537 24.4782 23.3982
H 17.5078 27.1100 25.0241
H 18.6868 25.7257 25.0562
H 17.1182 25.4076 25.5298
H 15.8384 26.5492 23.4839
C 14.7374 21.2387 32.3670
C 16.1782 20.8608 32.6335
C 16.5388 19.5857 31.8954
O 17.1269 21.9067 32.2945
H 14.4173 22.0499 33.0208
H 14.0475 20.3961 32.4150
H 14.5792 21.4017 31.3009
H 16.2109 20.6205 33.6962
H 17.5749 19.2552 31.9683
H 16.1698 19.5757 30.8698
H 15.9852 18.7333 32.2892
H 17.1897 21.6986 31.3594
C 18.5370 29.5409 33.8421
C 18.0855 28.1502 33.4679
C 17.3991 28.0607 32.0947
O 19.1549 27.3424 33.5310
H 17.7740 30.2789 34.0900
H 19.1436 30.0706 33.1076
H 19.0368 29.5336 34.8107
H 17.3041 27.8400 34.1616
H 17.2676 27.0225 31.7898
H 18.1374 28.4418 31.3891
H 16.4933 28.6667 32.0747
H 19.7991 27.7030 32.9174
C 22.1028 25.6200 33.7143
C 21.2968 24.5177 34.4712
C 21.4683 24.7976 35.9510
O 19.8821 24.6424 34.0386
H 22.0273 26.6432 34.0824
H 21.8932 25.5305 32.6484
H 23.1229 25.2419 33.7808
H 21.6496 23.4994 34.3080
H 22.5455 24.8924 36.0884
H 21.1690 23.9102 36.5088
H 20.9323 25.6206 36.4237
H 19.8849 25.5604 33.7577
C 13.0217 26.7998 29.9809
C 12.5008 28.2362 30.1981
C 13.3727 29.3462 30.8092
O 12.2492 28.5282 28.9055
H 12.2422 26.1435 29.5939
H 13.4159 26.4824 30.9463
H 13.8178 26.7450 29.2384
H 11.5385 28.1421 30.7012
H 13.5821 29.0772 31.8445
H 12.7340 30.2269 30.8763
H 14.2515 29.5876 30.2112
H 11.8235 27.7885 28.4660
C 22.2921 20.8714 33.4007
C 21.3220 21.4333 32.3414
C 21.0545 20.4815 31.1994
O 19.9821 21.6391 33.0410
H 23.2136 20.5590 32.9092
H 21.7452 20.0130 33.7908
H 22.5114 21.4589 34.2922
H 21.5530 22.4469 32.0137
H 21.8966 20.3328 30.5236
H 20.2255 20.8832 30.6167
H 20.7237 19.5899 31.7321
H 19.9536 20.9744 33.7331
C 11.9542 22.1505 25.4056
C 13.3069 22.1443 24.7326
C 13.9624 23.5289 24.5770
O 14.0545 21.2634 25.6048
H 11.2184 22.7887 24.9165
H 12.0324 22.5737 26.4071
H 11.5540 21.1367 25.3952
H 13.2859 21.5402 23.8256
H 13.4617 24.1835 23.8637
H 14.9851 23.4623 24.2060
H 14.0310 24.0077 25.5538
H 13.5708 20.9412 26.3689
```

As for the largest force on an atom: 4.90 eV/A. As for the calculated total energy: -4522.93411 Ha. The expectation value of S² is 0.751. As for the charge: 0. Its spin multiplicity is 2.

***

# 2
C37H95N5O16 | the ωB97M-V functional and the def2-TZVPD basis

The geometry in XYZ format:
```
153
C37H95N5O16, DFT the ωB97M-V functional and the def2-TZVPD basis
C 5.2146 14.5541 21.0539
C 4.5976 13.4014 21.8575
O 4.1031 12.4002 20.9249
C 4.9431 11.5302 20.2941
O 6.1272 11.3990 20.4865
O 4.2050 10.8907 19.3980
C 4.7147 9.8481 18.6060
H 6.0292 14.2484 20.3973
H 5.4524 15.4237 21.6666
H 4.4289 14.8637 20.3647
H 3.7789 13.7017 22.5115
H 5.3690 12.9596 22.4883
H 5.6311 9.4124 19.0042
H 4.8686 10.2436 17.6021
H 3.9431 9.0884 18.4809
C 6.9699 -3.4450 9.3860
O 6.5320 -2.1195 9.8818
C 7.2935 -1.5423 10.9463
C 8.6705 -0.9998 10.4429
N 8.4908 0.1184 9.5347
C 9.7328 0.7248 9.1048
C 10.3660 -0.1013 7.9336
O 9.3730 -0.5338 6.9560
C 9.6877 -1.5031 5.9400
H 6.1344 -3.7246 8.7442
H 6.9207 -4.1610 10.2064
H 7.8991 -3.3822 8.8197
H 7.4542 -2.3349 11.6770
H 6.7581 -0.6846 11.3534
H 9.3826 -1.7101 10.0229
H 9.1066 -0.6439 11.3763
H 7.9375 -0.2061 8.7545
H 10.5230 0.8081 9.8509
H 9.6122 1.7386 8.7229
H 11.0935 -0.8839 8.1488
H 11.0169 0.6440 7.4764
H 8.9897 -1.4730 5.1034
H 9.5288 -2.4580 6.4410
H 10.7213 -1.5423 5.5962
C -0.8561 -0.4560 16.1287
O -1.7199 -0.8538 17.1827
C -3.0232 -1.1659 16.7547
C -3.9423 -1.6308 17.8808
N -5.3529 -1.9467 17.5053
C -6.2940 -2.3646 18.5224
C -6.0056 -3.8425 19.1259
O -6.8261 -4.0950 20.2313
C -6.8013 -5.4004 20.8092
H 0.1935 -0.4547 16.4230
H -1.0223 0.5442 15.7285
H -0.9363 -1.1578 15.2986
H -2.9826 -2.0379 16.1019
H -3.4516 -0.3817 16.1306
H -3.9841 -0.8827 18.6724
H -3.4772 -2.5489 18.2398
H -5.7418 -1.1792 16.9763
H -7.3164 -2.4124 18.1475
H -6.2645 -1.7208 19.4015
H -4.9571 -3.9422 19.4069
H -6.2416 -4.5762 18.3551
H -5.8277 -5.8163 21.0682
H -7.1594 -6.2632 20.2476
H -7.4153 -5.4124 21.7096
C -1.1270 -2.8853 23.7368
O 0.2721 -2.6792 23.8528
C 0.8375 -1.7495 23.0072
C 2.3680 -1.8622 23.1286
N 3.1373 -1.1012 22.1454
C 2.9682 -1.4576 20.7455
C 2.9006 -2.9425 20.2734
O 3.9998 -3.7981 20.6521
C 5.1081 -3.9026 19.8729
H -1.5548 -3.0305 24.7288
H -1.4217 -3.7203 23.1011
H -1.7095 -1.9853 23.5397
H 0.5179 -0.7409 23.2694
H 0.5663 -2.0178 21.9862
H 2.7115 -2.8825 23.2993
H 2.6762 -1.3306 24.0288
H 4.0814 -1.4150 22.3193
H 3.8078 -0.9393 20.2822
H 2.0532 -0.9542 20.4333
H 2.8388 -2.8457 19.1894
H 2.0016 -3.4641 20.6019
H 5.9903 -4.0772 20.4888
H 5.1124 -3.0452 19.1999
H 4.9873 -4.8155 19.2898
C 15.9212 0.5785 21.0074
O 14.8231 0.5220 21.9775
C 14.0484 1.6510 22.1552
C 12.9374 1.4902 23.1855
N 11.7264 0.7891 22.4984
C 10.5538 0.6283 23.3159
C 10.6428 -0.3902 24.3909
O 10.9208 -1.6170 23.9025
C 11.6112 -2.5347 24.7341
H 16.9778 0.5692 21.2752
H 15.6849 1.4041 20.3361
H 15.7191 -0.3448 20.4644
H 13.6807 2.0513 21.2103
H 14.6189 2.4915 22.5504
H 12.6713 2.5038 23.4852
H 13.1837 0.9096 24.0745
H 12.1567 -0.0408 22.1160
H 9.7333 0.1900 22.7478
H 10.2390 1.5541 23.7973
H 9.6395 -0.3560 24.8156
H 11.3616 -0.0773 25.1482
H 11.8486 -3.4855 24.2568
H 11.1354 -2.7249 25.6961
H 12.5932 -2.0930 24.9038
C 14.2073 -6.8249 9.0114
O 14.5379 -6.3600 10.3320
C 14.1157 -5.1013 10.6213
C 13.6917 -5.0120 12.0783
N 14.5803 -5.6189 12.9956
C 14.0373 -5.9022 14.3344
C 13.4905 -4.7111 15.1794
O 12.1900 -4.2212 14.8688
C 11.8225 -3.1163 15.6929
H 14.3657 -6.0985 8.2143
H 13.1372 -6.9597 8.8538
H 14.8004 -7.7251 8.8503
H 13.3084 -4.7814 9.9625
H 14.9904 -4.4519 10.5834
H 12.7043 -5.4611 12.1852
H 13.5320 -3.9822 12.3977
H 14.6888 -6.5264 12.5655
H 14.7854 -6.4135 14.9402
H 13.2806 -6.6868 14.3355
H 14.2168 -3.8996 15.1338
H 13.4179 -5.0962 16.1965
H 11.8779 -3.3522 16.7556
H 10.7723 -2.8879 15.5108
H 12.3907 -2.2263 15.4225
C 7.4709 3.2003 17.9530
O 6.2551 2.9828 17.1975
H 7.8336 4.1215 17.4971
H 7.3489 3.4437 19.0085
H 8.2162 2.4204 17.7969
H 6.4668 3.0180 16.2618
C 4.4473 5.7419 23.5066
O 4.4362 4.3107 23.7895
H 4.1742 6.4606 24.2793
H 5.4030 6.0636 23.0929
H 3.7124 5.9810 22.7380
H 4.0278 3.6956 23.1758
C 6.5498 5.2315 12.2638
O 6.1704 3.9128 12.4102
H 6.5537 5.7764 13.2078
H 7.5745 5.3669 11.9177
H 5.8408 5.6918 11.5756
H 6.7114 3.3624 11.8391
```

As for the largest force on an atom: 3.54 eV/A. Its SMILES is CCOC(=O)OC.COCCNCCOC.COCCNCCOC.COCCNCCOC.COCCNCCOC.COCCNCCOC.CO.CO.CO. As for the calculated total energy: -2943.85366 Ha. As for the charge: 0.

***

# 3
C37H95O36P7 | the ωB97M-V functional and the def2-TZVPD basis

The geometry in XYZ format:
```
175
C37H95O36P7, DFT the ωB97M-V functional and the def2-TZVPD basis
C -2.6043 -11.2847 3.8411
O -1.7790 -10.1455 3.6188
P -2.2876 -8.6652 4.0595
O -3.6650 -8.2917 3.9252
O -1.8526 -8.6232 5.5876
C -2.6285 -9.2266 6.5974
O -1.3310 -7.6489 3.2564
C -1.5577 -6.2090 3.2823
H -2.1392 -11.8599 4.6416
H -2.6579 -11.9610 2.9879
H -3.6176 -10.9948 4.1192
H -3.4138 -9.7487 6.0508
H -3.0372 -8.5184 7.3182
H -2.0989 -9.9796 7.1811
H -2.5270 -5.9007 3.6740
H -1.4706 -5.8900 2.2437
H -0.7287 -5.8380 3.8849
C -4.8098 -9.4263 -1.8367
O -3.5138 -9.5321 -2.3630
P -3.2626 -10.1569 -3.8426
O -4.3022 -9.8880 -4.8650
O -3.0577 -11.7048 -3.4894
C -2.1413 -12.0750 -2.4840
O -1.7890 -9.6786 -4.1830
C -1.4750 -8.2750 -4.1082
H -4.9676 -10.1152 -1.0069
H -5.5997 -9.3237 -2.5808
H -4.7660 -8.4223 -1.4148
H -1.5181 -11.2652 -2.1045
H -1.4199 -12.6818 -3.0312
H -2.5654 -12.7009 -1.6988
H -1.3331 -7.9016 -5.1224
H -0.5028 -8.1187 -3.6408
H -2.1848 -7.6769 -3.5367
C -6.5706 8.4601 -0.9166
O -5.3208 7.8109 -1.0870
P -5.0127 6.4104 -0.2417
O -5.0019 6.5970 1.2075
O -3.6654 5.7984 -0.9382
C -3.5134 5.9216 -2.3671
O -6.1045 5.3670 -0.6770
C -7.3114 5.1669 0.1377
H -7.2014 7.8812 -0.2420
H -7.0242 8.5573 -1.9030
H -6.5589 9.5045 -0.6048
H -4.3948 6.1874 -2.9507
H -3.0964 4.9934 -2.7579
H -2.7301 6.6381 -2.6146
H -7.4018 4.1049 0.3661
H -8.1018 5.5815 -0.4880
H -7.2482 5.7073 1.0822
C 7.2488 3.4016 4.1574
O 8.0406 4.3559 3.4907
P 9.1593 3.9363 2.3657
O 8.6150 3.1290 1.2249
O 9.8035 5.3850 1.9131
C 10.5682 5.4183 0.7167
O 10.3448 3.2397 3.2047
C 10.7667 3.7190 4.4870
H 6.2284 3.7454 3.9883
H 7.3531 3.2685 5.2342
H 7.3379 2.4179 3.6965
H 9.9817 5.0365 -0.1190
H 11.3694 4.6966 0.8764
H 10.9973 6.4053 0.5443
H 11.5082 3.0757 4.9606
H 9.9087 3.7761 5.1568
H 11.1832 4.7117 4.3166
C 4.4921 5.9034 -8.4545
O 3.2520 5.2481 -8.2061
P 3.2582 3.6509 -7.8675
O 1.9430 3.1260 -7.4537
O 3.8633 3.0257 -9.2373
C 3.1333 3.2592 -10.3900
O 4.4828 3.4929 -6.8489
C 4.3348 4.0406 -5.5648
H 4.6673 6.6988 -7.7301
H 4.5217 6.4104 -9.4189
H 5.3634 5.2502 -8.5032
H 2.9251 2.2201 -10.6451
H 3.7288 3.7362 -11.1684
H 2.2039 3.8170 -10.2758
H 4.5328 3.2366 -4.8559
H 3.2947 4.2888 -5.3537
H 5.0188 4.8824 -5.4568
C 5.9847 10.3395 -1.0256
O 4.6634 10.3536 -1.4266
P 3.3892 9.8844 -0.5708
O 3.3508 10.3928 0.8153
O 2.1141 10.3297 -1.4897
C 0.8061 10.3368 -1.0620
O 3.5326 8.2730 -0.7217
C 2.7077 7.4919 0.1369
H 6.1460 10.0100 0.0008
H 6.2558 11.3933 -1.0897
H 6.6680 9.8294 -1.7045
H 0.6756 9.7903 -0.1279
H 0.2946 9.8188 -1.8733
H 0.5196 11.3792 -0.9224
H 3.3847 6.8153 0.6586
H 2.0032 6.8601 -0.4042
H 2.1316 8.0232 0.8944
C 4.5886 -2.8364 -6.1983
O 4.6714 -3.1299 -4.7801
P 5.7123 -4.3331 -4.3247
O 5.4456 -5.6776 -5.0120
O 7.1710 -3.6652 -4.4735
C 8.3113 -4.4521 -4.4418
O 5.5860 -4.3795 -2.7412
C 5.8972 -3.2374 -1.9963
H 5.1191 -3.5608 -6.8163
H 5.0799 -1.8829 -6.3917
H 3.5734 -2.7601 -6.5878
H 8.1864 -5.5319 -4.5221
H 8.7580 -4.3630 -3.4515
H 8.9415 -4.0986 -5.2578
H 6.0495 -2.3036 -2.5374
H 6.8365 -3.3874 -1.4640
H 5.1438 -3.0071 -1.2429
C -0.9065 -1.2928 12.3908
C -1.2080 -1.1443 10.8912
O 0.0744 -1.1005 10.2344
C 0.0996 -1.3287 8.8478
C 1.5510 -1.3635 8.2831
O -0.8682 -1.5169 8.1134
H -1.8127 -1.2089 12.9907
H -0.1968 -0.5761 12.8041
H -0.5222 -2.2902 12.6045
H -1.7599 -1.9902 10.4814
H -1.7342 -0.2069 10.7111
H 2.1533 -1.8874 9.0254
H 1.8917 -0.3361 8.1547
H 1.5820 -1.9241 7.3488
C -0.9486 -0.9263 -2.2682
C 0.1919 -0.2362 -1.4922
O -0.3118 0.5377 -0.4331
C 0.3596 0.7073 0.7448
C -0.4657 1.4379 1.7602
O 1.3461 0.1102 1.0998
H -1.4575 -1.6886 -1.6782
H -0.6763 -1.5087 -3.1483
H -1.6961 -0.1946 -2.5749
H 0.8924 -1.0195 -1.2026
H 0.7357 0.4443 -2.1474
H -1.1382 0.7054 2.2066
H -1.1048 2.1776 1.2781
H 0.0919 1.7951 2.6260
C -6.7060 -2.8714 -4.9036
C -6.3479 -4.3117 -4.6622
O -6.4464 -4.9778 -5.8991
C -5.5145 -4.8255 -6.8790
C -5.8088 -5.6922 -8.1661
O -4.5052 -4.1665 -6.8066
H -6.7731 -2.3330 -3.9583
H -7.5801 -2.6561 -5.5181
H -5.9155 -2.3992 -5.4870
H -5.3252 -4.4039 -4.2965
H -7.0375 -4.8005 -3.9740
H -6.6592 -6.3313 -7.9286
H -4.9653 -6.3232 -8.4463
H -5.9654 -5.0866 -9.0587
C -5.4272 3.4220 7.5714
C -6.8178 3.6340 7.0804
O -7.8196 3.2157 7.9610
C -9.0917 3.2569 7.5777
C -10.0749 2.5689 8.5326
O -9.5987 3.8797 6.6691
H -4.6728 3.9623 6.9995
H -5.0541 2.3980 7.5906
H -5.3102 3.8119 8.5825
H -6.8567 4.7053 6.8834
H -7.0012 3.1297 6.1316
H -9.8637 2.8792 9.5559
H -10.2326 1.5076 8.3409
H -11.0571 2.9532 8.2573
```

As for the largest force on an atom: 4.53 eV/A. Its SMILES is COP(=O)(OC)OC.COP(=O)(OC)OC.COP(=O)(OC)OC.COP(=O)(OC)OC.COP(=O)(OC)OC.COP(=O)(OC)OC.COP(=O)(OC)OC.CCOC(C)=O.CCOC(C)=O.CCOC(C)=O.CCOC(C)=O. As for the calculated total energy: -6565.39355 Ha. As for the charge: 0. The relative energy (zero: lowest compared OMol25 entry of this formula, charge and spin) is 281.5 kJ/mol.